Formula: C29H38NO3P2SiTl
Source: the OMol25 dataset
Level of theory: the ωB97M-V functional and the def2-TZVPD basis

The value obtained for the strongest force on any atom is 0.0791 hartree/bohr. The gap between HOMO and LUMO comes out at 0.12839 hartree. As for the HOMO energy: -13.2 eV. The energy comes out at -69456.1003 eV. The charge is +2. The energy above the lowest of the compared OMol25 structures with the same formula, charge and spin comes out at 0.0 kcal per mole.

The geometry in XYZ format:
```
75
Properties=species:S:1:pos:R:3:forces:R:3
Tl 0.1360 1.1678 -0.8638 0.1 -3.6 1.8
P 2.4819 -0.3974 -1.3751 0.2 -1.6 -2.0
P -2.2127 0.7774 -2.1893 -0.9 0.4 -1.1
Si -0.2037 -0.1546 2.2079 -0.3 -0.3 1.6
O -0.1279 -0.5247 0.6447 0.2 1.3 -2.6
O 2.5084 2.0636 -4.1247 -0.9 2.3 0.5
O 0.4740 3.2486 -3.2769 -1.0 0.2 2.0
N 0.0409 -0.6134 -3.2817 -0.1 -0.3 0.6
C 4.2725 -0.4292 -1.0304 0.0 1.3 0.9
C 1.5004 2.1525 2.1947 0.2 0.6 -0.3
C 0.4474 -2.3444 3.8708 0.4 -0.1 0.2
C 1.3014 -3.2206 4.5525 0.0 0.2 -0.1
C -3.7210 1.0077 -1.2106 0.3 0.2 0.7
C -0.7920 2.5640 2.8298 0.2 0.7 0.1
C -2.3135 -0.0480 4.1623 -0.6 -0.2 0.0
C -2.8591 -1.0452 2.0233 -0.5 0.1 0.4
C 2.6844 -3.0201 4.5212 -0.2 0.1 -0.1
C -2.3842 -0.8625 -2.9959 0.7 -0.4 0.6
C 3.2147 -1.9622 3.7750 -0.1 0.1 -0.1
C 0.2119 1.6592 2.4574 -0.3 -0.1 -0.5
C -1.0712 -1.2799 -3.6284 0.2 -0.4 -0.9
C 1.2301 -1.0226 -3.7629 0.0 -0.3 -0.2
C -3.6169 -0.3016 4.6126 0.3 0.1 -0.1
C -4.5431 -0.9145 3.7634 0.1 0.0 -0.2
C -4.1641 -1.2859 2.4687 0.1 0.0 0.0
C -2.4725 1.8440 -3.6464 0.5 0.5 0.2
C -0.5068 3.9294 2.9704 0.0 -0.3 0.0
C 2.0585 -2.1231 -0.9221 -0.8 0.3 0.8
C 0.9709 -1.2612 3.1540 0.0 0.1 -0.3
C 2.4531 -0.3739 -3.1980 -0.4 1.0 -0.1
C 0.7846 4.4079 2.7278 0.0 -0.2 0.0
C 2.3620 -1.0898 3.0878 0.1 -0.6 0.4
C 1.3153 -2.0373 -4.7293 0.0 0.4 0.3
C 1.7860 3.5147 2.3316 0.0 0.2 -0.1
C -1.0574 -2.3091 -4.5795 -0.2 0.6 0.5
C 0.1542 -2.6650 -5.1636 0.0 -0.1 0.2
C -1.9316 -0.4239 2.8684 0.2 0.1 -0.3
H -2.0085 -2.7752 -4.8305 0.3 -0.1 -0.1
H -3.6376 1.9721 -0.6862 -0.2 -0.3 -0.1
H -5.5617 -1.1075 4.1080 0.4 0.1 -0.1
H 2.0763 -2.1992 0.1727 0.0 -0.1 -0.2
H -4.5931 1.0183 -1.8817 0.3 0.0 0.1
H 4.7533 0.4523 -1.4747 0.0 -0.3 0.2
H -3.4933 1.6576 -4.0101 0.3 0.0 0.1
H -1.7473 1.6139 -4.4372 -0.2 0.0 0.2
H -3.1753 -0.8039 -3.7605 0.1 0.3 0.3
H 3.3780 -0.8038 -3.5976 -0.1 -0.1 0.2
H 2.2994 -2.2957 -5.1088 -0.2 -0.1 0.0
H 2.2998 1.4765 1.8797 -0.2 0.3 0.2
H 0.6227 4.1775 -3.0144 -0.1 -0.2 -0.3
H 2.7935 -2.8154 -1.3579 -0.1 0.5 -0.1
H -2.3662 2.9028 -3.3745 -0.1 -0.3 -0.2
H 1.0483 -2.3866 -1.2572 0.3 0.1 0.1
H -1.6012 0.4456 4.8286 -0.2 -0.2 -0.2
H -2.5523 -1.3517 1.0194 -0.1 0.0 0.3
H 3.3484 -3.6913 5.0697 -0.2 0.2 -0.2
H -3.9024 -0.0162 5.6267 0.0 -0.1 -0.3
H -0.6337 -2.4984 3.9036 0.3 0.0 0.1
H 4.2938 -1.8067 3.7270 -0.3 -0.1 0.1
H 4.3964 -0.3926 0.0606 0.2 -0.1 -0.3
H 1.0108 5.4703 2.8520 -0.1 -0.4 0.0
H 3.3085 2.5027 -3.7810 -0.4 -0.1 -0.4
H -4.8781 -1.7704 1.7996 0.1 0.1 0.3
H 4.7297 -1.3496 -1.4221 -0.5 0.2 0.0
H 0.8757 -4.0548 5.1115 0.2 0.2 -0.1
H 0.1930 -3.4609 -5.9033 0.0 0.2 0.1
H 1.6585 2.6166 -3.7629 2.2 -1.1 -1.1
H 0.2290 2.7965 -2.4107 0.3 1.1 -1.8
H 2.7971 -0.2741 2.5091 0.0 -0.2 0.2
H -2.7208 -1.6010 -2.2489 0.2 0.2 -0.2
H -1.7995 2.2000 3.0311 0.3 0.1 0.0
H 2.4656 0.8184 -3.5861 0.1 -2.0 0.6
H -1.2977 4.6130 3.2815 0.2 -0.1 -0.1
H 2.7976 3.8788 2.1340 -0.3 -0.1 0.1
H -3.8173 0.2153 -0.4544 0.0 0.2 -0.2
```
Forces are in eV/Å.

Formula: C29H39B2F8N7O4S5Tc
Source: the OMol25 dataset
Level of theory: the ωB97M-V functional and the def2-TZVPD basis

As for the expectation value of S²: 1.246. As for the spin multiplicity: 2. The value obtained for the strongest force on any atom is 0.0096 hartree/bohr. The gap between HOMO and LUMO (alpha / beta) comes out at 0.23306 / 0.25665 hartree. As for the HOMO energy (alpha / beta): -13.9 / -14.2 eV. The energy comes out at -128785.7272 eV. The charge is +2. The energy above the lowest of the compared OMol25 structures with the same formula, charge and spin comes out at 6.7 kcal per mole.

The geometry in XYZ format:
```
95
Properties=species:S:1:pos:R:3:forces:R:3
Tc 0.3616 2.6808 -1.6420 -0.3 0.2 0.3
S 0.2578 3.9214 0.2705 0.0 0.0 0.0
S 1.0122 1.9026 -4.3982 -0.1 -0.2 0.1
S 2.6794 2.1229 -1.3457 0.0 -0.1 -0.2
S -1.9343 2.1508 -1.6044 -0.1 -0.1 0.0
S 1.0696 4.6188 -4.0000 0.0 -0.1 0.1
F 0.5832 -0.1932 -5.8693 0.0 0.0 0.0
F 3.0826 -0.0062 -3.1413 0.0 0.0 0.0
F 4.6081 1.7231 -3.3244 0.0 0.0 0.0
F -1.2341 5.4213 -3.1054 0.0 0.0 0.0
F 1.9375 1.2478 -6.7533 0.0 0.0 0.0
F -0.9645 5.6648 -5.2423 0.0 0.0 0.0
F -0.1903 1.6501 -6.7019 0.0 0.0 0.0
F 0.0705 6.9819 -3.8648 0.0 0.0 0.0
O 1.3973 4.4805 -2.5659 0.1 -0.1 -0.2
O 0.4268 1.0226 -3.4043 0.0 0.1 0.0
O 2.0625 5.0527 -4.9055 0.1 0.1 0.1
O 2.5033 2.0512 -4.2311 0.1 -0.1 0.0
N 1.3989 -0.4899 1.2509 0.1 0.0 0.0
N 1.5271 0.4076 0.2733 0.0 -0.1 0.2
N -0.6767 -0.0293 -0.9477 0.0 -0.2 0.0
N -0.6206 1.5491 1.0429 0.0 -0.1 0.0
N -0.3295 -1.3085 -0.8725 0.0 0.0 0.0
N 0.2998 3.2577 -4.4077 0.1 0.2 -0.4
N -1.3656 0.6426 1.6798 0.0 0.0 0.0
C 3.1162 -1.5327 4.0191 0.0 0.0 0.0
C -0.3837 5.7647 -4.0697 0.0 0.1 0.1
C 3.8789 0.0928 0.1212 0.0 0.1 -0.1
C -1.0942 4.7238 2.9636 0.0 0.0 0.0
C 3.7357 -0.8486 1.1016 0.0 -0.1 0.1
C -1.9264 2.3559 3.2195 0.0 0.0 0.0
C -2.6993 -0.4904 -2.1053 0.0 0.0 0.0
C 5.1960 0.4378 -0.4956 0.0 0.0 0.0
C -2.3540 -1.8094 -2.0020 0.0 0.0 0.0
C -1.1375 -2.2021 -1.3975 0.1 0.1 0.0
C -1.6114 -4.2638 -0.1509 0.0 0.0 0.0
C 2.6895 0.7407 -0.2661 0.0 0.0 0.0
C 0.8214 1.0824 -6.0886 -0.1 0.0 0.0
C 0.7293 -3.8017 -0.9132 0.0 0.0 0.0
C -1.1962 3.2922 2.5454 0.0 0.0 0.0
C -2.0371 1.0287 2.7377 0.0 0.0 0.0
C 2.3305 -2.0942 2.8256 0.0 0.0 0.0
C -2.9397 0.0187 3.4251 0.1 0.0 0.0
C -0.5617 2.8364 1.3653 0.0 0.0 0.0
C -2.4425 -0.1747 4.8666 0.0 0.0 0.0
C 2.9179 -3.4546 2.4168 0.0 0.0 0.0
C -3.9519 -0.0011 -2.7545 0.0 0.0 0.0
C 2.4761 -1.1135 1.6777 -0.1 0.1 -0.1
C -0.7488 -3.6633 -1.2739 0.0 0.0 0.0
C 0.8654 -2.2681 3.2063 0.0 0.0 0.0
C -2.9276 -1.3210 2.6899 0.0 0.0 0.0
C -4.3714 0.5705 3.4420 0.0 0.0 0.0
C -1.0230 -4.3962 -2.5929 0.0 0.0 0.0
C -1.7663 0.4194 -1.5710 0.1 0.1 0.1
B 0.1797 1.0442 -0.2048 0.1 0.0 0.0
B 3.3542 1.3091 -3.1850 0.0 0.1 0.0
H -1.3979 -0.4901 4.8899 0.0 0.0 0.0
H -1.5502 5.3734 2.2144 0.0 0.0 0.0
H 1.3727 -3.3991 -1.6978 0.0 0.0 0.0
H 3.9920 -3.4032 2.2354 0.0 0.0 0.0
H -2.5405 0.7366 5.4586 0.0 0.0 0.0
H 0.9564 -3.2799 0.0164 0.0 0.0 0.0
H 0.4099 -1.3202 3.4885 0.0 0.0 0.0
H -2.0876 -4.4772 -2.8142 0.0 0.0 0.0
H -4.5675 -0.8317 -3.0911 0.0 0.0 0.0
H 0.9671 -4.8580 -0.7851 0.0 0.0 0.0
H 5.3387 1.5181 -0.5565 0.0 0.0 0.0
H 4.1747 -1.4012 3.7859 0.0 0.0 0.0
H -3.0141 -2.5662 -2.4047 0.0 0.0 0.0
H 2.7127 -0.5714 4.3436 0.0 0.0 0.0
H -2.6776 -4.1943 -0.3761 0.0 0.0 0.0
H 6.0120 0.0120 0.0830 0.0 0.0 0.0
H -1.4273 -3.7533 0.7955 0.0 0.0 0.0
H 4.6076 -1.3761 1.4661 0.0 0.0 0.0
H -4.5344 0.6034 -2.0560 0.0 0.0 0.0
H 2.7633 -4.1681 3.2259 0.0 0.0 0.0
H -0.5274 -3.9048 -3.4322 0.0 0.0 0.0
H -0.6353 -5.4126 -2.5261 0.0 0.0 0.0
H 0.2882 -2.6811 2.3781 0.0 0.0 0.0
H 5.2540 0.0407 -1.5104 0.0 0.0 0.0
H 2.4346 -3.8505 1.5222 0.0 0.0 0.0
H -0.0514 5.0273 3.0649 0.0 0.0 0.0
H 3.0484 -2.2283 4.8557 0.0 0.0 0.0
H -3.2250 -1.2051 1.6459 0.0 0.0 0.0
H -4.7627 0.6817 2.4288 0.0 0.0 0.0
H -3.0376 -0.9466 5.3549 0.0 0.0 0.0
H -1.9405 -1.7791 2.7099 0.1 0.0 0.0
H -5.0189 -0.1222 3.9794 0.0 0.0 0.0
H 0.7957 -2.9526 4.0522 0.0 0.0 0.0
H -3.6340 -1.9968 3.1723 0.0 0.0 0.0
H -1.5978 4.8844 3.9139 0.0 0.0 0.0
H -3.7162 0.6322 -3.6119 0.0 0.0 0.0
H -2.4588 2.6372 4.1190 0.0 0.0 0.0
H -4.4403 1.5365 3.9443 0.0 0.0 0.0
H -1.3659 -5.3189 -0.0247 0.0 0.0 0.0
```
Forces are in eV/Å.

Formula: C29H39Cl2N3SSbV
Source: the OMol25 dataset
Level of theory: the ωB97M-V functional and the def2-TZVPD basis

As for the expectation value of S²: 3.768. As for the spin multiplicity: 4. The value obtained for the strongest force on any atom is 0.0073 hartree/bohr. The gap between HOMO and LUMO (alpha / beta) comes out at 0.26706 / 0.27940 hartree. As for the HOMO energy (alpha / beta): -10.2 / -10.6 eV. The energy comes out at -103276.0875 eV. The charge is +1. The energy above the lowest of the compared OMol25 structures with the same formula, charge and spin comes out at 5.7 kcal per mole.

The geometry in XYZ format:
```
76
Properties=species:S:1:pos:R:3:forces:R:3
Sb 1.8016 1.1216 -0.0056 0.1 0.0 0.0
V -0.4716 -0.4281 0.2222 -0.1 0.2 0.0
Cl -2.3196 -0.8987 5.3058 0.0 0.0 0.0
Cl -0.0253 -2.7830 0.7364 0.0 -0.2 0.3
S -1.1413 -0.2487 2.4570 0.0 0.0 -0.1
N -1.8253 0.7870 -0.8382 0.0 0.1 0.0
N -3.7109 -2.1769 -0.9792 0.0 0.0 -0.2
N -4.2769 -4.1753 0.1701 0.0 -0.1 0.1
C 1.8956 -0.0024 -2.7568 0.0 0.0 0.0
C 1.7041 3.0638 0.9905 0.0 0.1 0.1
C -4.1262 1.5981 -2.1259 0.1 0.0 0.0
C -0.7527 -4.3115 2.8197 -0.1 0.0 0.2
C -3.7376 -2.9680 0.0853 0.0 0.1 0.0
C -1.7099 -2.1861 4.3266 0.0 0.1 0.0
C -2.4535 1.9075 -0.4512 0.0 0.0 0.0
C 3.5775 -1.3147 0.1483 0.0 0.0 0.0
C 3.0799 3.6295 1.3367 0.0 -0.1 0.0
C 4.8596 0.7235 0.7317 0.0 0.1 -0.1
C -0.7245 -3.0097 2.3664 0.2 0.0 -0.3
C -2.3290 0.0854 -1.8478 -0.2 0.0 -0.1
C -3.5076 0.4147 -2.5030 0.1 0.0 0.1
C 0.9054 2.8460 2.2790 -0.1 -0.1 -0.1
C -4.8611 -4.6246 -0.9344 -0.1 0.0 -0.1
C -4.3757 -1.8006 -3.3178 0.1 0.3 -0.1
C 3.4974 0.0455 0.8454 0.1 -0.1 0.1
C 3.1527 -0.1643 2.3247 0.0 0.1 0.0
C -4.9110 -3.8818 -2.1044 0.1 0.0 0.1
C -1.2845 -4.5405 4.0794 0.0 0.0 -0.1
C -1.1838 -1.8935 3.0563 0.0 -0.1 0.1
C 3.6414 1.7648 -2.4506 0.0 0.0 0.0
C -4.3072 -2.6277 -2.0950 0.0 -0.1 0.2
C -1.7601 -3.4757 4.8274 0.0 0.0 0.0
C 1.2350 2.3787 -2.7549 0.0 0.0 0.1
C 0.9570 4.0700 0.1134 0.0 0.0 -0.1
C 2.2030 1.3671 -2.1374 0.0 -0.1 -0.1
C -3.5881 2.3564 -1.0904 0.0 0.0 0.0
C -4.0758 -0.5067 -3.5032 -0.1 -0.4 0.0
H 5.1553 0.9048 -0.3034 0.0 0.0 0.1
H 1.3390 2.0846 2.9295 0.0 0.0 0.0
H 2.6214 -1.8412 0.1312 0.0 0.0 0.0
H 0.1975 2.2031 -2.4547 0.0 0.0 0.0
H 2.0737 0.0395 -3.8354 0.0 0.0 0.0
H 4.2850 -1.9478 0.6919 0.0 0.0 0.0
H 1.5710 4.4270 -0.7144 0.0 0.0 0.0
H 3.9445 -1.2270 -0.8763 0.0 0.0 0.0
H 3.5714 3.0467 2.1170 0.0 0.0 0.0
H -5.3110 -5.6097 -0.8813 0.0 0.0 0.0
H 0.7006 4.9394 0.7256 0.0 0.0 0.0
H -1.8028 -0.8199 -2.1372 0.0 0.0 0.0
H 1.4918 3.4079 -2.5094 0.0 -0.1 0.0
H 2.5084 -0.8088 -2.3517 0.0 0.0 0.0
H 4.3512 0.9846 -2.1674 -0.1 0.1 0.0
H 3.7456 3.6847 0.4730 0.0 0.0 0.0
H -2.0279 2.4293 0.3962 0.0 0.0 0.0
H -1.3312 -5.5447 4.4759 0.0 0.0 0.0
H 1.2813 2.2838 -3.8442 0.0 0.0 0.0
H -3.2743 -2.5802 0.9896 0.0 0.0 0.0
H -4.0660 3.2683 -0.7631 0.0 0.0 0.0
H 2.1663 -0.6133 2.4715 0.0 0.0 0.0
H 0.8409 -0.2725 -2.6222 0.0 0.0 0.0
H 0.0264 3.6712 -0.2997 0.0 0.0 0.0
H -4.2866 -0.0832 -4.4791 0.0 0.0 0.0
H -5.0415 1.9145 -2.6099 0.0 0.0 0.0
H 0.8746 3.7864 2.8367 0.0 0.0 0.0
H -5.4028 -4.2645 -2.9875 0.0 0.0 0.0
H 2.9547 4.6451 1.7238 0.0 0.0 0.0
H 3.7466 1.9264 -3.5280 0.0 0.0 0.0
H -0.1272 2.5473 2.0759 0.0 0.0 0.0
H 3.8941 -0.8317 2.7738 0.0 0.0 0.0
H 3.9328 2.6902 -1.9491 0.0 0.0 0.0
H -4.7955 -2.3245 -4.1687 0.0 0.0 0.0
H 3.1787 0.7740 2.8832 0.0 0.0 0.0
H -0.3760 -5.1172 2.2064 0.0 0.0 0.0
H -2.1792 -3.6358 5.8108 0.0 0.0 0.0
H 4.9109 1.6661 1.2725 0.0 0.0 0.0
H 5.6073 0.0562 1.1721 0.0 0.0 0.0
```
Forces are in eV/Å.